# 1
# C20H15F3N4ORhS

C20H15F3N4ORhS as an isolated structure (ωB97M-V with the def2-TZVPD basis set, the Open Molecules 2025 dataset).

Its HOMO energy is -11.343 eV. As for the charge: +1. The value obtained for the LUMO energy is -0.18993 Eh.

Geometry (Å):
Rh: 0.59645 -0.19440 0.02008
C: -0.92934 -3.98946 1.08135
C: -0.13839 -2.83442 0.58057
N: -0.61013 -1.63484 0.54325
N: -1.82018 -1.27753 1.04695
C: -1.97562 0.04007 0.96306
O: -1.04094 0.83772 0.54027
C: -3.26166 0.61773 1.37559
C: -3.51458 1.96465 1.12462
C: -4.72677 2.51921 1.49944
C: -5.67943 1.73585 2.13575
C: -5.42627 0.39408 2.39312
C: -4.22264 -0.16993 2.00903
C: 1.23837 -2.94130 0.03700
C: 1.92120 -4.13089 -0.08509
C: 3.15211 -4.15190 -0.73403
C: 3.66652 -2.97788 -1.24446
C: 2.95498 -1.80436 -1.04053
N: 1.79492 -1.78297 -0.39405
H: -1.90299 -3.64434 1.41138
H: -0.42415 -4.48047 1.91589
H: -1.06071 -4.72903 0.28823
H: -2.75878 2.55659 0.62726
H: -4.92849 3.56264 1.29774
H: -6.62476 2.17167 2.43141
H: -6.16772 -0.20751 2.90144
H: -4.00871 -1.21121 2.20289
H: 1.48026 -5.03612 0.30878
H: 3.69628 -5.07965 -0.85064
H: 4.59700 -2.96045 -1.79242
H: 3.31772 -0.85741 -1.41684
F: 0.84237 3.51471 -3.82517
C: 2.11775 3.24015 -3.51698
F: 2.50526 2.20868 -4.28794
F: 2.86023 4.30029 -3.84961
C: 2.26389 2.90352 -2.05629
C: 3.01528 3.68498 -1.20193
C: 3.09753 3.35228 0.15355
C: 2.45185 2.22152 0.59377
N: 1.76047 1.45306 -0.25930
C: 1.62893 1.78034 -1.52895
S: 0.59229 0.60828 -2.28755
H: 3.53516 4.55296 -1.58335
H: 3.65322 3.96791 0.84473
H: 2.48221 1.90719 1.62797

What are the Löwdin partial charges on each atom? They are as follows, in elementary charge units: Rh 1.04; C 0.00; C -0.22; N -0.12; N 0.10; C -0.39; O -0.16; C -0.16; C -0.01; C -0.06; C -0.06; C -0.06; C -0.02; C -0.19; C 0.02; C -0.01; C -0.02; C -0.09; N -0.05; H 0.08; H 0.10; H 0.10; H 0.12; H 0.11; H 0.11; H 0.11; H 0.11; H 0.13; H 0.13; H 0.12; H 0.12; F 0.16; C -0.60; F 0.14; F 0.16; C -0.09; C 0.04; C -0.02; C -0.07; N -0.13; C -0.65; S 0.83; H 0.14; H 0.12; H 0.13


# 2
# C8H15O2

A 2-piece molecular cluster, C8H15O2 overall (ωB97M-V with the def2-TZVPD basis set, the Open Molecules 2025 dataset).

The value obtained for the relative energy (zero: lowest compared OMol25 entry of this formula, charge and spin) is 0.0 kcal per mole. Its HOMO energy is -4.019 eV. As for the charge: -1. The value obtained for the LUMO energy is 0.13124 Eh.

Geometry (Å):
C: 0.40316 1.75618 3.95184
C: 1.85218 1.64670 3.47260
C: -0.53132 2.11392 2.79422
C: 2.30099 2.93785 2.78498
C: -0.08252 3.40507 2.10660
C: 1.36650 3.29558 1.62737
H: 0.33946 2.54907 4.72173
H: 0.08345 0.80558 4.42044
H: 1.92843 0.81115 2.75046
H: 2.51966 1.41662 4.32523
H: -1.57052 2.21839 3.16110
H: -0.51672 1.29045 2.05453
H: 3.34017 2.83335 2.41808
H: 2.28642 3.76132 3.52466
H: -0.15880 4.24064 2.82871
H: -0.75000 3.63511 1.25395
H: 1.68621 4.24616 1.15873
H: 1.43019 2.50267 0.85750
O: 0.28813 0.06926 -0.79221
O: 0.73256 -1.41695 0.87234
C: 1.02915 -0.70357 -0.12499
C: 2.51685 -0.75658 -0.56952
H: 3.07536 0.02209 -0.02331
H: 2.96635 -1.73758 -0.34108
H: 2.61647 -0.56734 -1.65159

What are the Löwdin partial charges on each atom? They are as follows, in elementary charge units: C -0.22; C -0.22; C -0.21; C -0.23; C -0.22; C -0.22; H 0.10; H 0.11; H 0.12; H 0.10; H 0.10; H 0.12; H 0.10; H 0.10; H 0.10; H 0.11; H 0.10; H 0.12; O -0.13; O -0.13; C -0.80; C -0.07; H 0.05; H 0.05; H 0.05


# 3
# C42H40AgGeN2OS2Se

C42H40AgGeN2OS2Se as an isolated structure (ωB97M-V with the def2-TZVPD basis set, the Open Molecules 2025 dataset).

The value obtained for the relative energy (zero: lowest compared OMol25 entry of this formula, charge and spin) is 0.0 kcal per mole. The spin multiplicity is 2. Its HOMO energy (spin up / spin down) is -1.270 / -1.210 eV. The expectation value of S² is 0.756. As for the charge: -2. The value obtained for the LUMO energy (spin up / spin down) is 0.15662 / 0.14403 Eh.

Geometry (Å):
Ag: 0.37207 -0.10540 -0.76465
C: -0.41934 3.92539 -2.89152
C: -0.61543 2.69566 -2.03502
N: 0.40381 2.00384 -1.65701
N: 1.63074 2.55903 -1.93263
C: 2.67510 1.87571 -1.62601
S: 2.88471 0.26438 -1.07239
S: 4.19067 2.85343 -1.72154
C: 4.45958 2.98446 0.09732
C: 3.76518 4.19029 0.64654
C: 4.41524 5.42088 0.71116
C: 3.75166 6.55130 1.16275
C: 2.42373 6.46552 1.55815
C: 1.76511 5.24544 1.48647
C: 2.42905 4.11550 1.03463
C: -1.96961 2.33329 -1.62665
C: -2.89380 3.35878 -1.39333
C: -4.17894 3.10627 -0.96284
C: -4.58653 1.77984 -0.78474
C: -3.71954 0.74584 -1.03006
C: -2.37349 0.96535 -1.44490
O: -1.61850 -0.03708 -1.70383
H: 0.38113 3.74017 -3.60448
H: -0.11194 4.77899 -2.28256
H: -1.33551 4.17102 -3.42447
H: 5.53930 3.02476 0.23629
H: 4.07278 2.05779 0.51806
H: 5.45041 5.49160 0.39374
H: 4.27018 7.50301 1.19541
H: 1.90554 7.34674 1.91778
H: 0.72413 5.16770 1.77536
H: 1.90031 3.16899 0.97723
H: -2.57093 4.38889 -1.50425
H: -4.85560 3.92498 -0.74721
H: -5.59291 1.57061 -0.43640
H: -4.02510 -0.28650 -0.90572
C: 0.51692 -0.22905 7.88961
C: 0.39419 -0.10381 6.39103
C: -0.53826 -0.83925 5.67181
C: -0.72239 -0.66157 4.30394
C: -1.71016 -1.52062 3.56769
C: 0.02626 0.31681 3.62358
Se: -0.45157 0.83739 1.84272
C: 1.05219 0.98347 4.31836
C: 1.99211 1.93019 3.62104
C: 1.20936 0.77084 5.68449
H: -0.14192 -1.01052 8.27171
H: 0.24358 0.71131 8.37666
H: 1.54216 -0.46595 8.18674
H: -1.15448 -1.56541 6.19764
H: -2.24578 -2.17683 4.25887
H: -1.19321 -2.13130 2.82305
H: -2.42381 -0.90460 3.01954
H: 2.04530 1.69138 2.55959
H: 2.99177 1.86263 4.05907
H: 1.64173 2.96248 3.70881
H: 1.98664 1.31854 6.21416
C: 0.94415 -3.95484 0.49716
Ge: 0.30227 -2.69448 -0.93861
C: 1.34773 -3.47281 -2.48091
C: 2.01181 -2.64925 -3.38965
C: 2.79189 -3.17380 -4.41216
C: 2.92913 -4.54850 -4.54337
C: 2.27435 -5.38833 -3.65216
C: 1.49175 -4.85045 -2.63983
C: -1.52913 -3.43492 -1.29069
C: -2.13915 -4.19066 -0.31732
C: -3.46101 -4.66077 -0.44301
C: -4.19950 -4.35067 -1.54896
C: -3.63448 -3.55967 -2.57668
C: -4.38448 -3.20658 -3.72409
C: -3.82904 -2.45643 -4.72157
C: -2.49730 -2.01143 -4.60795
C: -1.75818 -2.32073 -3.50198
C: -2.29255 -3.10461 -2.45126
H: 0.72588 -4.99481 0.24733
H: 0.48688 -3.72854 1.46255
H: 2.02472 -3.85134 0.61177
H: 1.92875 -1.57162 -3.28057
H: 3.30188 -2.51199 -5.10303
H: 3.54590 -4.96470 -5.33245
H: 2.37832 -6.46419 -3.74649
H: 0.97875 -5.52052 -1.95761
H: -1.59012 -4.43552 0.58479
H: -3.88953 -5.26406 0.34998
H: -5.22421 -4.69220 -1.65276
H: -5.41521 -3.53974 -3.79426
H: -4.41058 -2.19232 -5.59741
H: -2.06747 -1.40760 -5.39778
H: -0.74610 -1.95453 -3.39983

What are the Löwdin partial charges on each atom? They are as follows, in elementary charge units: Ag 0.47; C -0.05; C -0.27; N -0.03; N -0.09; C -1.14; S 0.48; S 0.80; C -0.44; C -0.30; C -0.07; C -0.11; C -0.11; C -0.08; C -0.04; C -0.13; C -0.08; C -0.14; C -0.12; C -0.02; C -0.40; O -0.21; H 0.07; H 0.08; H 0.07; H 0.07; H 0.03; H 0.10; H 0.09; H 0.09; H 0.11; H 0.09; H 0.10; H 0.08; H 0.09; H 0.11; C -0.08; C -0.31; C -0.05; C -0.32; C -0.11; C -0.59; Se 0.53; C -0.31; C -0.11; C -0.05; H 0.06; H 0.07; H 0.07; H 0.10; H 0.06; H 0.06; H 0.05; H 0.01; H 0.07; H 0.08; H 0.11; C -0.27; Ge 0.93; C -0.32; C -0.14; C -0.10; C -0.13; C -0.12; C -0.12; C -0.24; C -0.12; C -0.10; C -0.06; C -0.18; C -0.06; C -0.10; C -0.08; C -0.05; C -0.18; H 0.00; H -0.01; H 0.01; H 0.06; H 0.09; H 0.08; H 0.09; H 0.09; H 0.08; H 0.09; H 0.10; H 0.10; H 0.09; H 0.10; H 0.08


# 4
# C27H44N6O3

A 7-piece molecular cluster, C27H44N6O3 overall (ωB97M-V with the def2-TZVPD basis set, the Open Molecules 2025 dataset).

The value obtained for the relative energy (zero: lowest compared OMol25 entry of this formula, charge and spin) is 24.0 kcal per mole. Its HOMO energy is -7.749 eV. As for the charge: 0. The value obtained for the LUMO energy is 0.00818 Eh.

Geometry (Å):
C: 2.90715 3.63930 -2.35034
O: 1.76673 4.14054 -3.01968
C: 0.54177 3.81029 -2.30547
C: 0.01227 2.43013 -2.97515
N: -1.19002 2.01158 -2.27823
H: -0.99643 1.51260 -1.36230
H: -1.54434 2.82439 -2.08296
C: -2.07039 1.09489 -3.13258
C: -2.74562 0.07573 -2.14025
O: -3.45623 -0.78711 -3.01434
C: -4.32494 -1.70740 -2.41296
H: 3.03398 2.68526 -2.40197
H: 3.02189 3.76483 -1.21884
H: 3.80248 4.00329 -2.70361
H: -0.26071 4.69399 -2.45577
H: 0.44088 3.87684 -1.15578
H: 0.75482 1.58603 -3.05659
H: -0.36676 2.55193 -4.03795
H: -1.33553 0.59287 -3.84001
H: -2.82032 1.66022 -3.45875
H: -3.19091 0.66523 -1.47877
H: -2.05793 -0.59803 -1.58980
H: -4.32014 -2.73839 -2.89309
H: -5.22944 -1.16701 -2.19153
H: -4.00478 -1.90856 -1.32848
C: 0.35258 0.30862 -0.34845
O: -0.70635 1.05490 0.00538
H: 1.23957 0.75625 -0.66860
H: 0.13312 -0.26581 -1.17801
H: 0.42038 -0.28462 0.58616
N: 0.46614 2.92114 1.46898
C: -0.40491 3.78736 2.10279
C: 0.41894 4.74224 2.83741
C: 1.96164 4.24639 2.53328
C: 1.89294 3.14774 1.68266
H: 0.17439 2.04181 0.85253
H: -1.48153 3.69989 2.09160
H: 0.09002 5.63761 3.41832
H: 2.74327 4.81927 2.88960
H: 2.50043 2.53975 1.21579
N: -1.19751 -1.16079 4.16421
C: -1.60110 -2.01591 5.23189
C: -0.53230 -2.53017 5.78127
C: 0.59740 -1.98006 4.97525
C: 0.22127 -1.21596 3.95227
H: -1.82336 -0.72188 3.66186
H: -2.65598 -2.13900 5.50915
H: -0.33847 -3.06179 6.71842
H: 1.67148 -2.14635 5.10142
H: 0.51364 -0.66121 3.07069
N: -2.63659 0.31756 1.80039
C: -2.90999 0.94373 3.00285
C: -4.11227 0.37536 3.36543
C: -4.36383 -0.78600 2.41672
C: -3.51706 -0.69625 1.42224
H: -1.78106 0.62718 1.15854
H: -2.12278 1.68254 3.54441
H: -4.65146 0.56604 4.31056
H: -5.29983 -1.43888 2.68543
H: -3.44564 -1.25241 0.46455
N: 2.56162 -2.62259 -4.09871
C: 3.59754 -1.98590 -4.75151
C: 3.58878 -0.68273 -4.33782
C: 2.65246 -0.51350 -3.21941
C: 2.11937 -1.78208 -3.07467
H: 2.24039 -3.51209 -4.14648
H: 4.25872 -2.58101 -5.50654
H: 4.42506 -0.04081 -4.63169
H: 2.27475 0.20305 -2.55125
H: 1.44369 -2.14875 -2.49240
N: 2.42315 -5.31794 1.45522
C: 1.75729 -4.22223 1.72981
C: 2.07725 -3.37175 0.73044
C: 2.97358 -4.11863 -0.22652
C: 3.01621 -5.35253 0.27382
H: 2.65267 -6.17750 1.95236
H: 1.20570 -3.94291 2.69859
H: 1.44028 -2.34258 0.66518
H: 3.44374 -3.81696 -1.28961
H: 3.66505 -6.24228 -0.12062

What are the Löwdin partial charges on each atom? They are as follows, in elementary charge units: C -0.10; O -0.15; C -0.14; C -0.11; N 0.03; H 0.06; H 0.08; C -0.01; C -0.18; O -0.19; C -0.10; H 0.00; H 0.12; H 0.07; H 0.16; H 0.13; H 0.12; H 0.14; H 0.16; H 0.09; H 0.08; H 0.13; H 0.12; H 0.08; H 0.08; C -0.26; O -0.37; H 0.05; H 0.04; H 0.09; N -0.05; C -0.17; C -0.04; C -0.06; C -0.11; H 0.09; H 0.08; H 0.06; H 0.03; H 0.03; N 0.04; C -0.13; C -0.11; C -0.15; C -0.09; H -0.02; H 0.12; H 0.10; H 0.09; H 0.10; N -0.04; C -0.18; C -0.12; C -0.13; C -0.17; H 0.12; H 0.17; H 0.09; H 0.12; H 0.09; N 0.03; C -0.14; C -0.11; C -0.06; C -0.12; H 0.10; H 0.15; H 0.09; H 0.03; H 0.04; N -0.04; C -0.18; C -0.11; C -0.12; C -0.23; H 0.16; H 0.14; H 0.11; H 0.12; H 0.15


# 5
# C3H4ClF2NO4

A 2-piece molecular cluster, C3H4ClF2NO4 overall (ωB97M-V with the def2-TZVPD basis set, the Open Molecules 2025 dataset).

The value obtained for the relative energy (zero: lowest compared OMol25 entry of this formula, charge and spin) is 42.4 kcal per mole. Its HOMO energy is -9.488 eV. As for the charge: 0. The SMILES is [O-]/[N+](O)=C(\Cl)C(O)(F)F.C=O. The value obtained for the LUMO energy is 0.01172 Eh.

Geometry (Å):
C: 1.44427 -1.25402 1.32527
C: -0.04551 0.94050 -0.18501
C: -0.26062 0.14928 -1.40794
N: -0.92161 0.93684 0.76161
O: -2.01809 0.10759 0.64810
O: -0.96008 1.66669 1.73414
O: 1.68921 -0.20085 1.91421
O: 0.91514 0.00506 -2.16051
F: -1.21602 0.58384 -2.16550
F: -0.73826 -1.13084 -1.01611
Cl: 1.42333 1.83930 0.19715
H: 0.48571 -1.72570 1.10457
H: 2.21464 -1.88390 0.94354
H: -2.72719 0.40065 1.29383
H: 0.71510 -0.43445 -2.98737

What are the Löwdin partial charges on each atom? They are as follows, in elementary charge units: C -0.11; C -0.49; C -0.62; N -0.34; O 0.08; O 0.02; O -0.09; O 0.09; F 0.18; F 0.04; Cl 0.81; H 0.08; H 0.07; H 0.17; H 0.12


no.,total energy (eV)
1,-50982.360
2,-12636.320
3,-196764.428
4,-43782.177
5,-30808.255